C35H52GeOPSi3Ti | ωB97M-V/def2-TZVPD

## Properties
- HOMO-LUMO gap (spin up / spin down): 0.24996 / 0.21058 Eh
- 2S+1: 2
- LUMO (spin up / spin down): -0.247 / -0.287 Ha
- Total charge: +2

```
94
Properties=species:S:1:pos:R:3:forces:R:3:mulliken_charge:R:1
Ti 0.153 -0.259 0.676 -0.138 -0.254 0.329 -2.185
C -3.208 -5.460 -2.453 -0.003 -0.001 0.009 -0.598
C -2.848 -5.610 -1.121 0.005 0.001 -0.002 -0.792
C -1.981 -4.704 -0.528 0.011 0.000 -0.010 -0.640
C -1.483 -3.641 -1.277 -0.031 0.038 0.027 0.344
C -1.849 -3.487 -2.616 0.014 0.021 -0.020 -0.031
C -2.706 -4.403 -3.201 -0.001 -0.001 -0.005 -0.920
P -0.318 -2.455 -0.594 0.086 0.094 0.036 3.569
C -0.304 -2.673 1.217 0.024 -0.177 -0.060 -1.383
C 0.762 -3.209 1.947 -0.003 0.003 -0.013 -0.614
C 0.644 -3.359 3.320 -0.024 -0.007 0.010 -0.881
C -0.516 -2.956 3.975 0.011 0.007 -0.001 -0.534
C -1.565 -2.386 3.266 0.017 0.004 0.018 -0.967
C -1.461 -2.240 1.890 0.076 0.050 -0.060 0.400
C 1.335 -2.798 -1.193 -0.036 -0.026 -0.008 0.064
C 1.682 -3.942 -1.865 0.005 -0.009 -0.009 -0.862
C 2.981 -4.086 -2.391 -0.005 0.003 0.009 -1.129
C 3.888 -3.075 -2.249 -0.002 0.008 -0.002 -0.833
C 3.554 -1.877 -1.567 0.006 0.002 0.004 0.362
C 4.483 -0.816 -1.441 -0.001 0.000 0.004 -0.995
C 4.150 0.333 -0.782 -0.007 -0.007 -0.007 -1.431
C 2.875 0.458 -0.196 -0.018 0.047 0.023 0.514
C 1.917 -0.531 -0.311 0.026 -0.133 0.012 0.348
C 2.258 -1.729 -1.020 0.022 0.020 -0.021 0.546
H -3.882 -6.171 -2.911 0.000 -0.001 -0.001 0.414
H -3.235 -6.439 -0.544 -0.002 0.000 0.000 0.453
H -1.693 -4.834 0.507 -0.001 0.002 0.009 0.416
H -1.455 -2.662 -3.200 -0.015 -0.033 0.019 0.446
H -2.986 -4.292 -4.240 -0.001 -0.001 -0.001 0.452
H 1.660 -3.527 1.432 -0.002 -0.002 0.000 0.511
H 1.455 -3.802 3.883 0.000 0.002 0.000 0.489
H -0.601 -3.089 5.045 0.002 0.000 0.000 0.442
H -2.468 -2.081 3.777 -0.001 0.001 0.000 0.471
H -2.309 -1.865 1.321 -0.021 0.038 -0.017 0.666
H 0.955 -4.733 -2.004 0.000 -0.001 -0.003 0.631
H 3.249 -4.993 -2.915 0.000 -0.001 0.000 0.455
H 4.883 -3.171 -2.666 -0.001 -0.002 -0.002 0.469
H 5.470 -0.935 -1.873 0.001 0.002 -0.001 0.458
H 4.867 1.138 -0.686 0.003 0.000 0.000 0.577
H 2.657 1.360 0.364 0.001 -0.052 -0.038 0.408
C 0.389 0.832 4.491 -0.020 -0.003 -0.034 -1.076
C 1.433 0.768 3.390 0.051 -0.053 0.108 1.447
C 2.015 2.138 3.090 -0.008 0.003 0.005 -1.216
C 2.529 -0.237 3.695 -0.017 -0.018 0.011 -1.314
O 0.756 0.315 2.184 -0.025 0.243 -0.130 -0.612
H 0.841 1.209 5.408 0.009 -0.010 0.003 0.497
H -0.022 -0.157 4.691 -0.013 -0.017 -0.001 0.159
H -0.425 1.504 4.213 0.022 -0.044 0.037 0.111
H 2.458 2.551 3.996 -0.003 0.007 0.001 0.593
H 1.244 2.825 2.742 0.008 -0.019 0.006 0.042
H 2.799 2.072 2.336 0.006 0.008 0.032 0.281
H 3.074 0.077 4.585 0.011 0.004 -0.003 0.542
H 3.234 -0.303 2.865 -0.001 -0.007 -0.008 0.256
H 2.108 -1.224 3.882 0.012 0.034 0.009 0.135
C -0.117 -0.110 -3.435 0.053 -0.046 0.016 -0.804
Si -1.415 0.828 -2.486 -0.044 0.042 0.034 0.381
C -1.961 2.315 -3.482 0.012 -0.012 -0.032 -1.078
C -2.933 -0.165 -2.027 -0.007 0.021 0.008 -0.743
Ge -0.530 2.004 -0.515 -0.073 0.114 -0.252 1.015
Si -2.202 2.582 1.161 0.013 -0.023 0.038 0.588
C -2.932 1.059 1.961 -0.016 -0.021 -0.012 -0.610
C -3.455 3.420 0.056 0.012 0.017 -0.023 -1.032
C -1.526 3.760 2.428 0.024 0.012 0.024 -1.034
Si 0.892 3.835 -1.224 0.010 -0.033 0.046 0.982
C 2.037 4.298 0.172 0.031 0.010 0.009 -0.999
C -0.276 5.243 -1.582 0.009 0.019 0.011 -1.158
C 1.833 3.251 -2.724 -0.006 0.021 -0.037 -0.972
H -0.587 -0.544 -4.322 0.022 -0.003 -0.017 0.519
H 0.371 -0.910 -2.875 -0.042 0.076 -0.066 0.052
H 0.659 0.576 -3.781 0.012 -0.007 0.003 0.353
H -2.494 1.945 -4.364 -0.004 0.014 -0.003 0.477
H -1.114 2.904 -3.833 -0.018 0.010 0.004 0.247
H -2.644 2.970 -2.940 -0.004 0.002 0.010 0.324
H -3.308 -0.682 -2.915 -0.007 0.013 -0.004 0.432
H -3.727 0.504 -1.688 -0.002 0.002 0.014 0.378
H -2.770 -0.920 -1.260 0.008 -0.033 0.009 0.063
H -3.353 0.375 1.220 0.021 -0.010 -0.009 0.255
H -3.755 1.361 2.616 0.016 -0.005 0.020 0.576
H -2.204 0.529 2.580 -0.008 -0.016 0.017 -0.143
H -3.867 2.751 -0.699 -0.013 -0.009 -0.012 0.230
H -3.038 4.296 -0.445 -0.012 -0.009 -0.001 0.294
H -4.284 3.762 0.683 -0.002 0.002 -0.003 0.476
H -0.827 3.282 3.114 -0.028 0.051 -0.030 0.161
H -2.359 4.143 3.024 0.001 0.010 0.001 0.468
H -1.030 4.618 1.970 0.005 0.005 -0.007 0.310
H 1.505 4.476 1.108 -0.001 0.020 -0.014 0.263
H 2.542 5.229 -0.101 0.006 -0.002 0.004 0.518
H 2.812 3.551 0.351 -0.002 0.019 0.002 0.219
H -0.771 5.590 -0.673 0.001 0.006 -0.005 0.289
H -1.039 4.994 -2.319 -0.016 -0.016 -0.029 0.307
H 0.306 6.080 -1.978 -0.015 0.010 0.000 0.432
H 2.216 2.236 -2.602 0.025 0.001 0.026 0.185
H 2.689 3.911 -2.889 -0.011 0.004 -0.020 0.479
H 1.217 3.283 -3.625 0.017 -0.020 0.017 0.344
```
Forces are in eV/Å.


C35H52OP4Rh | ωB97M-V/def2-TZVPD

## Properties
- HOMO-LUMO gap (spin up / spin down): 0.25810 / 0.15868 Eh
- 2S+1: 5
- LUMO (spin up / spin down): -0.325 / -0.426 Ha
- Total charge: +3

```
93
Properties=species:S:1:pos:R:3:forces:R:3:mulliken_charge:R:1
Rh 0.185 0.589 -0.981 -1.318 -0.576 0.796 -0.480
P -0.199 2.421 -2.076 -1.484 3.368 -1.483 1.084
P -3.352 0.286 1.270 -1.592 0.142 1.695 1.095
P 1.268 -0.522 -2.499 1.276 -2.900 -2.063 0.973
H -5.182 -4.382 -0.142 0.356 0.085 -0.028 0.291
C -4.257 -4.952 -0.054 0.164 -0.693 0.318 -0.571
C -3.544 -5.001 1.074 -0.690 -1.000 -0.353 -0.461
H -3.819 -4.422 1.951 0.073 -0.066 -0.109 0.241
C -1.533 2.344 -3.324 -0.197 -0.058 -0.140 -0.951
C -0.617 3.900 -1.091 -0.123 0.128 0.092 -0.912
C 1.226 3.019 -3.049 0.346 -0.253 0.026 -1.424
C -4.984 0.148 2.042 0.095 0.213 -0.241 -1.461
C -2.540 1.584 2.224 0.624 0.083 0.189 -0.784
C -3.618 0.971 -0.369 0.431 0.128 -0.194 -0.858
C 1.163 -2.267 -1.997 -0.070 -0.139 0.088 -0.565
C 3.059 -0.246 -2.726 0.197 0.296 -0.228 -1.186
C 0.417 -0.548 -4.115 0.138 0.120 -0.207 -1.272
H -4.002 -5.607 -0.902 -0.193 0.351 0.421 0.291
H -2.745 -5.753 1.203 -0.338 0.642 -0.099 0.286
H -1.731 3.351 -3.722 0.108 -0.224 0.136 0.435
H -2.462 1.953 -2.894 0.159 0.135 -0.040 0.271
H -1.250 1.695 -4.158 -0.039 0.140 0.181 0.354
H -0.450 4.796 -1.711 -0.225 -0.273 0.209 0.539
H 0.030 3.959 -0.209 -0.145 0.039 -0.231 -0.004
H -1.664 3.868 -0.761 0.247 0.040 -0.104 0.402
H 1.063 2.838 -4.118 0.019 0.031 0.209 0.420
H 2.148 2.522 -2.740 -0.014 0.144 -0.145 0.271
H 1.335 4.095 -2.868 0.015 -0.273 -0.110 0.478
H -5.362 1.161 2.192 -0.292 -0.165 0.030 0.471
H -4.868 -0.358 3.011 -0.159 0.105 -0.297 0.439
H -5.639 -0.421 1.367 0.071 0.106 0.401 0.440
H -3.339 2.278 2.525 0.323 -0.090 -0.197 0.593
H -1.778 2.099 1.619 -0.276 -0.092 0.144 -0.002
H -2.034 1.206 3.118 -0.248 -0.022 -0.131 0.237
H -4.689 0.939 -0.559 0.039 0.046 -0.252 0.612
H -3.074 0.426 -1.134 -0.073 -0.128 -0.209 -0.023
H -3.252 2.011 -0.372 -0.309 -0.365 0.054 0.289
H 1.834 -2.889 -2.602 -0.120 0.112 0.060 0.637
H 0.132 -2.624 -2.113 0.321 0.164 0.000 -0.172
H 1.452 -2.345 -0.945 -0.028 -0.148 -0.350 -0.159
H 3.565 -1.216 -2.869 -0.296 0.346 0.063 0.503
H 3.487 0.236 -1.837 -0.052 -0.158 -0.207 0.154
H 3.258 0.377 -3.611 -0.098 -0.128 0.292 0.431
H 0.831 -1.341 -4.753 -0.019 0.183 0.171 0.502
H 0.515 0.409 -4.643 -0.003 -0.235 0.097 0.433
H -0.648 -0.764 -3.948 0.285 0.063 -0.028 0.340
C -1.768 -3.053 0.053 -0.594 0.269 1.327 1.435
C -2.371 -2.697 -1.223 -0.345 -0.280 0.369 -0.782
C -2.270 -3.581 -2.280 -0.054 0.902 0.028 -0.695
C -1.465 -4.729 -2.176 0.203 -0.492 -0.302 -0.657
C -0.734 -4.981 -1.005 0.636 -0.124 0.251 -0.335
C -0.796 -4.109 0.059 -0.546 -0.632 0.096 -0.783
O -2.186 -2.661 1.204 0.944 0.433 -1.960 -0.813
H -3.016 -1.096 1.464 1.007 0.461 -0.852 0.147
H -3.083 -1.869 -1.244 0.151 -0.248 -0.093 0.365
H -2.830 -3.374 -3.194 0.190 -0.193 0.255 0.471
H -1.410 -5.436 -3.018 -0.088 0.388 0.507 0.459
H -0.121 -5.882 -0.899 -0.270 0.310 -0.248 0.505
H -0.400 -4.335 1.048 0.272 -0.046 -0.330 0.550
C 0.019 -0.171 5.086 -0.342 -0.327 -0.585 -0.733
C -0.523 -0.831 3.969 0.154 -0.136 0.328 -0.697
C -0.075 -0.523 2.688 -0.260 0.397 -0.156 0.091
C 0.868 0.495 2.502 -0.423 -0.650 0.251 0.517
C 1.500 1.060 3.624 -0.268 0.236 -0.208 -0.654
C 1.033 0.765 4.903 0.245 -0.056 0.044 -0.812
P 1.388 0.910 0.808 2.809 0.380 4.427 2.304
C 1.877 2.657 0.963 -0.392 0.091 -0.803 0.229
C 1.293 3.545 1.886 0.192 0.027 -0.162 -1.031
C 1.660 4.893 1.873 -0.201 -0.320 0.097 -0.701
C 2.520 5.386 0.893 0.328 -0.237 -0.035 -0.887
C 3.075 4.512 -0.049 -0.257 -0.129 -0.067 -1.101
C 2.747 3.154 -0.023 0.148 0.419 0.096 -0.556
C 2.975 -0.027 0.822 -0.198 0.065 0.003 0.854
C 4.233 0.576 0.895 0.060 -0.065 -0.400 -0.538
C 5.376 -0.211 0.740 0.127 0.243 0.257 -0.615
C 5.282 -1.592 0.629 -0.311 -0.287 -0.126 -0.808
C 4.024 -2.205 0.690 -0.197 0.312 0.235 -0.515
C 2.873 -1.424 0.835 0.384 -0.176 -0.473 -0.968
H -0.347 -0.418 6.080 0.116 0.124 -0.176 0.454
H -1.293 -1.596 4.092 0.295 0.182 0.044 0.524
H -0.500 -1.046 1.819 0.095 0.183 0.403 0.155
H 2.324 1.763 3.496 -0.262 -0.181 0.103 0.559
H 1.482 1.263 5.765 -0.087 -0.207 -0.271 0.480
H 0.584 3.180 2.627 0.223 0.160 -0.173 0.366
H 1.271 5.546 2.651 0.014 -0.026 -0.240 0.501
H 2.798 6.439 0.888 -0.101 -0.255 -0.016 0.469
H 3.756 4.883 -0.812 -0.088 -0.023 0.196 0.535
H 3.217 2.475 -0.741 -0.183 0.255 0.221 0.776
H 4.325 1.646 1.079 0.087 -0.311 -0.257 0.563
H 6.350 0.276 0.715 -0.187 -0.149 0.154 0.486
H 6.179 -2.208 0.527 -0.273 0.255 -0.030 0.436
H 3.926 -3.285 0.632 0.111 0.121 0.142 0.500
H 1.899 -1.904 0.956 0.249 0.110 -0.097 0.722
```
Forces are in eV/Å.


So what do the calculations give for DFT total energy? Going down the list: -151728.81128; -79321.25609 eV.
So what do the calculations give for molar mass? Going down the list: 724.51; 715.60 g mol⁻¹.
So what do the calculations give for energy relative to the best compared isomer or geometry (same formula, charge and spin)? Going down the list: 0.0; 6.4 kcal/mol.